{
  "formula": "H18NO7",
  "method": "wB97M-V/def2-TZVPD",
  "homo_energy_ha": -0.481,
  "relative_energy_kcal_mol": 48.86,
  "fmax_ev_per_a": 4.03,
  "total_charge": 1,
  "e_tot_ha": -592.00429,
  "gap_ev": 10.1,
  "lumo_energy_ev": -3.00,
  "species": ["N", "H", "H", "H", "H", "H", "H", "O", "H", "H", "O", "H", "H", "O", "H", "H", "O", "H", "H", "O", "H", "H", "O", "H", "H", "O"],
  "coordinates": [[2.17033, -0.53297, -0.00196], [1.41357, -0.55906, -0.73271], [2.94566, -1.17545, -0.15974], [2.47484, 0.44464, -0.08716], [1.65020, -0.60025, 0.86574], [-1.25193, -0.27648, 1.16550], [-1.36309, 0.75994, 2.35540], [-1.40937, 0.66465, 1.39791], [2.88396, -3.48776, 1.86213], [4.19121, -3.85870, 1.10767], [3.48432, -3.20948, 1.16511], [0.04208, 1.56676, 0.96200], [0.76734, 2.59370, 0.22886], [0.95150, 1.73134, 0.63065], [-2.48030, 1.95913, -1.22719], [-2.25665, 2.38448, -2.76030], [-1.84865, 2.05656, -1.95839], [-1.18082, -2.26125, -0.19991], [-0.85111, -2.58659, 1.28457], [-0.80442, -1.90019, 0.61175], [0.58404, -0.29243, -2.85952], [-0.31294, 0.25740, -1.77256], [0.22432, -0.52493, -1.99258], [-3.14027, 1.54574, 0.24883], [-3.52466, 3.03021, 0.21688], [-3.35917, 2.27098, -0.35100]],
  "forces_ev_per_a": [[-0.3646, 1.1674, -0.9184], [0.2290, -0.5640, -0.3668], [-0.3422, -0.4041, 0.4433], [0.0522, -0.2032, 0.4523], [0.5244, -0.3462, 0.3741], [-0.1077, 0.1731, 0.2187], [-0.1611, -0.2318, 0.0204], [-0.1540, 0.0713, -0.0524], [0.2214, -0.2444, 0.0469], [-0.0695, -0.0881, 0.1403], [-0.1979, 0.4763, -0.2669], [0.2654, -0.6812, 0.0271], [0.6559, -0.0115, -0.1890], [-0.7791, 0.8587, -0.1193], [0.1638, 0.8049, -1.1747], [-0.2552, -0.0886, 0.1333], [3.2314, -0.9493, -2.1608], [0.0383, -0.0367, 0.0249], [-0.1537, -0.1505, -0.1122], [0.2332, 0.1387, 0.0885], [-0.0898, -0.1903, -0.0038], [-0.3146, 0.1121, -0.1424], [0.1406, 0.4207, 0.1242], [-0.1973, -0.0325, 0.4700], [0.0568, 0.1472, -0.1084], [-2.6256, -0.1479, 3.0514]],
  "mulliken_charge": [-0.372, 0.304, 0.350, 0.360, 0.343, 0.392, 0.323, -0.740, 0.307, 0.318, -0.610, 0.352, 0.345, -0.609, 0.433, 0.272, -0.739, 0.301, 0.286, -0.612, 0.299, 0.356, -0.699, 0.333, 0.326, -0.620]
}

---

{
  "formula": "H18O9",
  "method": "wB97M-V/def2-TZVPD",
  "homo_energy_ha": -0.375,
  "relative_energy_kcal_mol": 59.95,
  "smiles": "O.O.O.O.O.O.O.O.O",
  "fmax_ev_per_a": 0.87,
  "e_tot_ha": -687.93026,
  "gap_ev": 9.4,
  "lumo_energy_ev": -0.79,
  "species": ["O", "H", "H", "O", "H", "H", "O", "H", "H", "O", "H", "H", "O", "H", "H", "O", "H", "H", "O", "H", "H", "O", "H", "H", "O", "H", "H"],
  "coordinates": [[2.50794, -2.82062, 0.23874], [1.89520, -2.43351, -0.39540], [3.33424, -2.91719, -0.24710], [-2.29735, 0.45117, -1.64187], [-2.83930, -0.23787, -1.24337], [-2.87929, 0.88399, -2.28356], [-1.03732, -2.48545, 3.71476], [-1.03370, -2.03206, 2.86299], [-0.13050, -2.79049, 3.82936], [0.09226, 1.63918, -2.47387], [-0.68047, 1.14652, -2.14906], [0.03690, 1.57832, -3.43353], [0.57847, -0.06789, 0.03883], [0.28278, 0.18414, -0.84764], [-0.17477, -0.55289, 0.42741], [2.53852, 2.41657, -0.66854], [2.45460, 3.33979, -0.92862], [1.63569, 2.07831, -0.69726], [-1.37330, -2.14600, 0.79691], [-0.84567, -2.56161, 0.10055], [-2.28005, -2.16931, 0.47031], [2.19847, -0.11275, 2.31777], [2.39746, 0.82457, 2.40875], [1.67391, -0.17841, 1.50102], [-1.82602, 3.31356, -0.67026], [-1.53425, 2.40183, -0.76924], [-2.69443, 3.24810, -0.25806]],
  "forces_ev_per_a": [[-0.1310, -0.2087, -0.1573], [0.1698, 0.2016, 0.0602], [-0.0464, 0.0597, 0.0857], [-0.4050, -0.0392, -0.1734], [0.1128, 0.0319, 0.0377], [0.1067, -0.0144, 0.1451], [0.0203, 0.0096, 0.0240], [0.0610, -0.1726, 0.0874], [-0.0517, 0.1047, -0.0026], [-0.2060, -0.3258, 0.2179], [0.1057, 0.1903, -0.4353], [0.1297, 0.0282, 0.0740], [-0.7499, -0.3579, -0.2621], [0.3705, -0.0448, 0.1437], [0.2191, 0.2792, -0.0917], [-0.0088, 0.0844, 0.0889], [-0.0188, -0.0713, 0.0047], [0.1148, 0.0305, -0.0716], [0.0189, 0.2279, -0.5258], [-0.0592, -0.1375, 0.2501], [0.0376, -0.1360, 0.1933], [-0.1991, -0.0620, 0.0101], [-0.0345, -0.0582, -0.1045], [0.5280, 0.1936, 0.2721], [-0.1897, 0.0548, -0.0177], [-0.0132, 0.1027, 0.1019], [0.1183, 0.0296, 0.0453]],
  "mulliken_charge": [-0.601, 0.295, 0.305, -0.600, 0.252, 0.289, -0.656, 0.316, 0.319, -0.556, 0.278, 0.284, -0.813, 0.324, 0.395, -0.615, 0.307, 0.308, -0.602, 0.331, 0.257, -0.647, 0.312, 0.444, -0.621, 0.398, 0.295]
}

---

{
  "formula": "H18O9",
  "method": "wB97M-V/def2-TZVPD",
  "homo_energy_ha": -0.345,
  "relative_energy_kcal_mol": 226.10,
  "fmax_ev_per_a": 7.31,
  "e_tot_ha": -687.66548,
  "gap_ev": 9.4,
  "lumo_energy_ev": 0.00,
  "species": ["O", "H", "H", "O", "H", "H", "O", "H", "H", "O", "H", "H", "O", "H", "H", "O", "H", "H", "O", "H", "H", "O", "H", "H", "O", "H", "H"],
  "coordinates": [[1.31990, 0.81118, -1.54328], [1.67697, 0.98034, -2.41512], [1.83078, 1.37389, -0.96138], [2.66724, -2.28432, -0.20269], [3.30461, -2.68474, 0.38865], [1.84905, -2.27938, 0.29407], [-0.08505, -0.11215, -0.20848], [0.45671, 0.57527, -0.59603], [0.43018, -0.91190, -0.31408], [-2.36138, -0.45714, -0.13140], [-3.10826, -0.03506, 0.29317], [-1.59592, -0.09908, 0.31815], [-1.52474, 0.47609, 1.68562], [-0.65111, 0.25315, 1.36425], [-1.60412, 1.41748, 1.53158], [0.85399, 3.14026, -0.99768], [0.18393, 2.66628, -0.50513], [1.66091, 2.65102, -0.83712], [0.98315, -1.97842, 0.94204], [0.09776, -2.24356, 0.69304], [0.85669, -1.20241, 1.48797], [-1.04205, -2.45205, -0.05457], [-1.41953, -2.96370, -0.77008], [-1.73687, -1.84423, 0.19842], [-0.70312, 2.37734, 0.34826], [-0.90650, 1.83196, -0.41163], [-1.43323, 2.99389, 0.40346]],
  "forces_ev_per_a": [[3.2488, 0.1429, -2.6060], [-0.0814, 0.1002, -0.4576], [0.7873, -0.9139, -0.2544], [5.4241, -0.7744, -3.5736], [0.3496, -0.1359, -0.1731], [1.1535, -0.4639, -0.6181], [-0.4245, -0.1248, 1.6778], [-0.7096, -0.6084, -0.0256], [0.1923, -0.0420, -0.4865], [-3.6406, -0.7420, -2.7085], [-0.1946, -0.2736, 0.1619], [-0.4998, 0.0437, -0.6145], [-0.3896, 0.7738, 4.2885], [0.8316, 0.3300, 0.1720], [0.3191, -0.1908, 0.4764], [2.7641, 2.2541, -2.0541], [1.2099, 1.2862, -0.0874], [0.0802, 1.7262, -0.0076], [-3.8128, 1.4202, 6.0674], [-1.1929, -1.2266, -0.2913], [0.5613, 0.0711, 0.2957], [-0.6907, -2.4320, -0.7286], [0.1713, -0.2419, -0.1118], [-1.1217, 0.8649, -0.1045], [-2.9307, -0.4624, 2.0941], [-1.2398, -1.0510, -0.2177], [-0.1643, 0.6702, -0.1130]],
  "mulliken_charge": [-0.532, 0.267, 0.227, -0.790, 0.238, 0.475, -0.826, 0.435, 0.243, -0.742, 0.307, 0.664, -0.800, 0.437, 0.437, -0.739, 0.419, 0.219, -0.712, 0.493, 0.279, -0.658, 0.273, 0.286, -0.694, 0.459, 0.336]
}

---

{
  "formula": "H18O9",
  "method": "wB97M-V/def2-TZVPD",
  "homo_energy_ha": -0.412,
  "relative_energy_kcal_mol": 97.98,
  "smiles": "O.O.O.O.O.O.O.O.O",
  "fmax_ev_per_a": 8.41,
  "e_tot_ha": -687.86966,
  "gap_ev": 11.1,
  "lumo_energy_ev": -0.12,
  "species": ["O", "H", "H", "O", "H", "H", "O", "H", "H", "O", "H", "H", "O", "H", "H", "O", "H", "H", "O", "H", "H", "O", "H", "H", "O", "H", "H"],
  "coordinates": [[-2.30704, -3.03908, -3.14707], [-2.60242, -3.06363, -2.28107], [-1.69358, -2.36807, -3.15562], [-0.59774, 4.00748, 0.23190], [-0.98497, 3.41995, 0.81077], [0.05619, 4.59919, 0.79796], [-1.00659, -2.39827, 3.99296], [-1.40471, -2.23130, 3.23442], [-0.73134, -1.42307, 4.36278], [-0.86685, -2.04711, 0.45794], [-0.59507, -2.10368, 1.34442], [-1.34325, -1.21263, 0.09318], [-0.03117, 1.46977, -1.58791], [0.29620, 1.57743, -2.54765], [-0.06277, 2.44555, -1.47035], [-1.58089, 0.65639, 0.47128], [-1.20456, 0.87986, -0.37148], [-2.48684, 0.56457, 0.43236], [1.60633, -0.82990, -0.64560], [1.75204, -0.98399, 0.24246], [0.57796, -0.80162, -0.75657], [2.88418, 0.42805, 3.09476], [1.98182, 0.85830, 2.82795], [3.42450, 0.75813, 2.37387], [2.08572, 0.59138, -2.88750], [2.47491, 0.00856, -2.18443], [2.35996, 0.23773, -3.73375]],
  "forces_ev_per_a": [[-1.2731, -2.0546, -2.4186], [-0.9922, -0.3142, 2.6879], [2.3039, 2.3460, -0.2460], [3.4746, 3.9783, -0.5121], [-1.2790, -2.0805, 2.1742], [-2.1931, -2.0269, -1.7649], [4.0746, 2.5983, 6.8860], [-3.1260, 1.2125, -5.4737], [-1.0492, -3.7949, -1.4082], [-1.5919, 0.5849, -3.8928], [0.2081, 0.8911, 1.6463], [1.4116, -1.7037, 2.4572], [0.3185, 2.2768, -2.6106], [-0.3170, -1.5769, 1.9208], [-0.3164, -0.5374, 1.1192], [2.5584, -0.2125, 1.5468], [0.2528, 0.5691, -1.2698], [-3.0399, -0.0112, -0.4417], [-2.8812, 0.5987, -3.2108], [0.3260, -0.6532, 2.9007], [3.1290, -0.1653, 0.4829], [-2.8416, 1.3430, -0.9249], [2.3329, -1.2842, 0.9615], [0.4718, -0.0514, -0.1077], [0.6483, -0.3937, 0.2843], [-0.8419, 0.6233, -0.6848], [0.2319, -0.1613, -0.1013]],
  "mulliken_charge": [-0.599, 0.304, 0.296, -0.638, 0.302, 0.332, -0.620, 0.286, 0.341, -0.601, 0.218, 0.357, -0.673, 0.316, 0.291, -0.706, 0.436, 0.354, -0.593, 0.285, 0.306, -0.643, 0.321, 0.317, -0.604, 0.326, 0.289]
}

---

{
  "formula": "H18O9",
  "method": "wB97M-V/def2-TZVPD",
  "homo_energy_ha": -0.412,
  "relative_energy_kcal_mol": 62.65,
  "smiles": "O.O.O.O.O.O.O.O.O",
  "fmax_ev_per_a": 1.97,
  "e_tot_ha": -687.92596,
  "gap_ev": 11.2,
  "lumo_energy_ev": 0.03,
  "species": ["O", "H", "H", "O", "H", "H", "O", "H", "H", "O", "H", "H", "O", "H", "H", "O", "H", "H", "O", "H", "H", "O", "H", "H", "O", "H", "H"],
  "coordinates": [[-0.60751, 0.04200, -3.23390], [0.02849, 0.37091, -2.58321], [-0.11314, -0.53804, -3.82963], [-1.16228, -3.03288, -2.40415], [-2.01579, -3.46969, -2.33463], [-1.30020, -2.12084, -2.09068], [2.87209, 1.44285, 1.68728], [3.05507, 0.93428, 2.49416], [3.59404, 1.07937, 1.14689], [-3.82222, 1.26865, 1.83793], [-3.42281, 2.08395, 1.51478], [-3.14855, 0.57450, 1.81645], [-2.15972, -0.41535, -1.04052], [-3.03207, -0.58766, -1.41614], [-1.72372, 0.01105, -1.81144], [0.81733, 2.33413, -2.09052], [0.71995, 1.42177, -1.70914], [0.30758, 2.19796, -2.90130], [0.18433, 0.49855, 3.16510], [-0.06141, 1.25577, 2.62280], [0.58984, -0.11759, 2.54767], [1.57521, 0.16350, -0.80733], [1.78211, 0.45036, 0.08771], [1.84697, -0.76429, -0.85098], [2.07115, -1.55791, 3.15444], [1.33704, -2.16429, 2.96459], [1.78821, -1.36106, 4.06379]],
  "forces_ev_per_a": [[0.2095, 0.1111, -0.2347], [0.0631, -0.5679, -0.4651], [-0.1461, 0.0476, 0.2136], [0.1607, 0.3099, -0.0469], [0.0158, 0.0948, 0.0583], [-0.1532, -0.3941, 0.0713], [0.7431, -0.9695, -0.0779], [-0.6262, 0.2750, 0.1523], [-0.1883, 0.5568, -0.2438], [-0.0906, -0.1252, 0.1104], [0.1446, -0.3092, -0.0056], [-0.0495, 0.4171, -0.1528], [0.0050, 0.2310, -0.7540], [-0.1366, -0.0070, 0.3657], [-0.2276, -0.3852, 0.5959], [-0.8296, -1.3905, -0.1845], [0.9639, 1.6592, 0.4275], [0.0980, 0.7832, -0.1448], [-0.2714, 0.1438, -0.0723], [0.0128, 0.0329, 0.1032], [0.2101, 0.0418, 0.0256], [0.1216, -0.9170, -0.0421], [0.0585, 0.3005, 0.3571], [-0.1617, 0.2337, 0.0058], [-0.9570, -0.5042, 0.6253], [0.4277, -0.1636, -0.6033], [0.6033, 0.4949, -0.0841]],
  "mulliken_charge": [-0.661, 0.228, 0.310, -0.644, 0.297, 0.372, -0.660, 0.335, 0.317, -0.615, 0.310, 0.306, -0.706, 0.334, 0.429, -0.636, 0.317, 0.400, -0.616, 0.308, 0.323, -0.629, 0.297, 0.296, -0.677, 0.321, 0.344]
}